[1]
Below is an isolated molecule of C21H21FN2S, with properties calculated with ωB97M-V/def2-TZVPD.

Each line ends with the Löwdin charge.
Geometry (Å):
F: 6.991 0.488 -0.428  0.060
C: 5.669 0.630 -0.205  -0.270
C: 5.245 1.316 0.918  -0.011
C: 3.884 1.451 1.128  -0.063
C: 2.978 0.913 0.232  -0.033
C: 3.418 0.221 -0.890  -0.207
C: 2.435 -0.368 -1.877  -0.084
N: 1.205 -0.771 -1.257  -0.059
C: -0.027 -0.234 -1.485  -0.008
C: -0.982 -0.874 -0.732  -0.203
C: -2.421 -0.676 -0.779  -0.696
S: -3.388 -2.012 -0.940  0.712
N: -2.918 0.575 -0.767  -0.124
C: -4.336 0.822 -0.914  -0.200
C: -4.970 1.152 0.435  -0.173
C: -4.268 2.360 1.049  -0.207
C: -2.769 2.088 1.142  -0.169
C: -2.207 1.715 -0.234  -0.155
C: -0.287 -1.878 0.021  -0.127
C: -0.687 -2.824 0.962  -0.034
C: 0.274 -3.633 1.525  -0.090
C: 1.622 -3.514 1.176  -0.089
C: 2.046 -2.583 0.252  -0.009
C: 1.079 -1.768 -0.324  -0.170
C: 4.781 0.078 -1.109  0.031
H: 5.969 1.726 1.603  0.117
H: 3.528 1.981 1.998  0.108
H: 1.919 1.024 0.411  0.114
H: 2.202 0.379 -2.644  0.139
H: 2.894 -1.230 -2.375  0.137
H: -0.155 0.544 -2.215  0.141
H: -4.796 -0.067 -1.349  0.058
H: -4.462 1.666 -1.602  0.129
H: -6.033 1.352 0.300  0.113
H: -4.866 0.288 1.094  0.115
H: -4.672 2.570 2.041  0.109
H: -4.440 3.239 0.423  0.112
H: -2.591 1.258 1.829  0.121
H: -2.242 2.965 1.520  0.111
H: -1.146 1.482 -0.150  0.103
H: -2.331 2.557 -0.926  0.131
H: -1.728 -2.923 1.226  0.085
H: -0.014 -4.378 2.251  0.099
H: 2.346 -4.166 1.642  0.100
H: 3.089 -2.487 -0.009  0.109
H: 5.157 -0.455 -1.969  0.127

Calculated values
* 2S+1: 1
* E_HOMO: -7.681 eV
* total charge: 0
* ΔE to the lowest compared entry with this formula, charge and spin: 0.0 kJ/mol



[2]
Below is an isolated molecule of C21H21FNO2P at a distorted geometry, with properties calculated with ωB97M-V/def2-TZVPD.

Each line ends with the Löwdin charge.
Geometry (Å):
C: 2.225 0.192 2.804  -0.151
C: 1.794 -1.236 2.050  -0.226
C: 1.038 -0.963 0.621  -0.090
C: 1.880 -0.326 -0.641  -0.255
P: 3.756 0.099 -0.408  0.909
C: 4.859 -1.051 -1.462  -0.434
C: 6.391 -0.932 -0.841  -0.200
C: 3.865 1.942 -1.017  -0.424
C: 3.443 3.032 0.140  -0.193
C: 1.247 0.027 -2.123  0.009
C: -0.350 -0.268 -2.356  -0.032
F: -1.084 0.017 -3.638  -0.075
C: -1.205 -0.892 -1.104  0.036
C: -0.558 -1.260 0.394  0.029
C: -1.575 -1.867 1.575  -0.188
O: -1.226 -2.807 2.457  -0.031
C: -3.119 -1.225 1.538  0.064
C: -3.704 -0.901 0.176  -0.065
C: -5.197 -0.224 0.139  -0.081
C: -5.810 0.781 1.328  -0.007
C: -7.300 1.373 1.043  -0.127
N: -8.232 1.192 -0.106  -0.035
C: -7.764 0.281 -1.188  -0.097
C: -6.293 -0.406 -1.096  0.001
C: -2.848 -1.178 -1.234  -0.156
O: -3.397 -1.597 -2.377  -0.016
H: 2.303 -0.044 3.971  0.081
H: 3.257 0.608 2.436  0.035
H: 1.368 1.017 2.715  0.090
H: 1.168 -1.836 2.838  0.101
H: 2.755 -1.906 1.823  0.118
H: 4.445 -2.158 -1.346  0.095
H: 4.774 -0.709 -2.578  0.076
H: 7.055 -0.304 -1.580  0.076
H: 6.861 -1.963 -0.540  0.077
H: 6.341 -0.289 0.164  0.059
H: 4.943 2.084 -1.455  0.084
H: 3.104 2.103 -1.921  0.069
H: 3.717 4.132 -0.234  0.084
H: 3.976 2.792 1.158  0.066
H: 2.268 3.072 0.350  0.086
H: 1.868 0.510 -3.009  0.107
H: -3.761 -1.011 2.493  0.121
H: -5.174 1.028 2.301  0.094
H: -7.712 2.086 1.910  0.105
H: -8.428 0.078 -2.158  0.115
H: -5.964 -1.093 -2.010  0.091

Calculated values
* 2S+1: 1
* E_HOMO: -8.558 eV
* total charge: 0



[3]
Below is a structure of composition C21H21I2N5O6Y at a distorted geometry, with properties calculated with ωB97M-V/def2-TZVPD.

Each line ends with the Löwdin charge.
Geometry (Å):
Y: -1.197 -16.228 -0.827  1.623
I: 4.940 -21.026 0.751  0.848
C: 3.375 -19.606 0.547  -0.704
C: 2.362 -19.659 1.525  -0.227
C: 1.355 -18.698 1.519  -0.588
I: -0.268 -18.772 2.853  0.944
C: 1.245 -17.785 0.386  -0.446
O: 0.229 -16.982 0.449  -0.294
C: 2.210 -17.758 -0.575  -0.187
C: 2.082 -16.757 -1.723  -0.105
N: 0.682 -16.790 -2.317  -0.111
C: 0.479 -18.107 -2.929  -0.164
C: -0.901 -18.451 -3.281  -0.266
C: -1.139 -19.459 -4.195  0.006
C: -2.459 -19.833 -4.399  -0.016
C: -3.465 -19.221 -3.679  -0.044
C: -3.211 -18.207 -2.773  -0.080
N: -1.906 -17.819 -2.624  0.018
C: 3.341 -18.623 -0.464  -0.073
H: 2.451 -20.506 2.214  0.080
H: 2.205 -15.709 -1.352  0.139
H: 2.941 -16.847 -2.415  0.132
H: 0.623 -16.054 -3.043  0.141
H: 1.027 -18.289 -3.867  0.141
H: 0.849 -18.895 -2.201  0.166
H: -0.268 -19.955 -4.592  0.128
H: -2.687 -20.663 -5.055  0.123
H: -4.475 -19.529 -3.593  0.105
H: -3.949 -17.869 -2.099  0.094
H: 4.109 -18.579 -1.207  0.095
O: -3.292 -13.164 2.220  0.106
C: -2.058 -12.864 2.652  -0.515
O: -1.740 -13.213 3.724  0.174
C: -1.225 -12.140 1.637  -0.046
C: -0.711 -10.886 1.860  -0.035
N: -0.014 -10.509 0.811  0.015
N: 0.030 -11.441 -0.127  0.134
C: -0.762 -12.415 0.299  -0.147
C: -1.007 -13.725 -0.324  -0.571
O: -1.722 -14.475 0.437  -0.116
O: -0.579 -14.052 -1.450  -0.036
H: -3.565 -12.566 1.539  0.110
H: -0.732 -10.259 2.773  0.159
H: 0.550 -9.698 0.714  0.161
C: -3.578 -16.381 2.797  -0.015
N: -4.009 -17.584 2.105  -0.173
C: -4.902 -18.440 2.839  -0.037
C: -3.712 -17.901 0.860  -0.290
O: -2.912 -17.349 0.116  -0.128
H: -3.228 -16.626 3.808  0.106
H: -4.472 -15.729 2.913  0.115
H: -2.795 -15.865 2.205  0.081
H: -5.664 -17.790 3.328  0.113
H: -4.430 -18.994 3.666  0.106
H: -5.326 -19.164 2.130  0.093
H: -4.315 -18.790 0.541  0.158

Calculated values
* 2S+1: 1
* E_HOMO: -10.223 eV
* total charge: +1
* ΔE to the lowest compared entry with this formula, charge and spin: 43.8 kJ/mol



[4]
Below is a structure of composition C21H21N4O3ReS, with properties calculated with ωB97M-V/def2-TZVPD.

Each line ends with the Mulliken spin population.
Geometry (Å):
Re: 0.240 0.075 -0.780  0.919
O: 0.603 1.820 -0.023  0.036
C: 1.418 2.786 -0.428  0.022
C: 1.216 4.075 0.085  -0.002
C: 2.032 5.111 -0.302  0.000
C: 3.093 4.902 -1.194  -0.002
C: 3.316 3.641 -1.682  -0.002
C: 2.486 2.560 -1.323  0.003
C: 2.812 1.258 -1.827  -0.019
N: 2.105 0.197 -1.640  0.003
C: 2.589 -1.098 -2.134  0.006
C: 1.389 -1.883 -2.643  -0.007
N: 0.338 -1.798 -1.629  0.007
C: -0.415 -2.811 -1.365  -0.040
C: -1.537 -2.793 -0.474  0.000
C: -2.161 -4.024 -0.176  0.001
C: -3.262 -4.091 0.635  -0.001
C: -3.796 -2.903 1.157  -0.001
C: -3.228 -1.686 0.871  -0.005
C: -2.082 -1.598 0.057  0.033
O: -1.594 -0.404 -0.195  0.056
H: 0.398 4.224 0.776  -0.002
H: 1.852 6.103 0.092  0.000
H: 3.729 5.725 -1.488  0.000
H: 4.141 3.457 -2.361  0.000
H: 3.744 1.164 -2.383  -0.001
H: 3.063 -1.629 -1.305  0.000
H: 3.326 -0.956 -2.926  -0.003
H: 1.655 -2.921 -2.848  -0.002
H: 1.005 -1.422 -3.556  0.001
H: -0.196 -3.755 -1.864  -0.001
H: -1.747 -4.928 -0.606  0.000
H: -3.725 -5.042 0.856  0.000
H: -4.678 -2.943 1.784  0.000
H: -3.649 -0.762 1.246  -0.001
S: 1.109 -1.056 1.241  -0.006
C: 0.107 -0.602 2.547  0.006
N: 0.159 -1.386 3.663  0.003
C: -0.582 -1.147 4.763  -0.001
C: -1.425 -0.079 4.766  0.002
C: -1.438 0.703 3.599  -0.001
N: -0.702 0.460 2.536  0.003
H: 0.778 -2.186 3.632  0.000
H: -0.460 -1.834 5.589  0.000
H: -2.040 0.153 5.620  0.000
H: -2.081 1.575 3.539  0.000
C: -1.630 1.583 -2.377  0.001
O: -0.487 0.746 -2.413  -0.002
H: -1.394 2.530 -1.882  0.000
H: -2.448 1.103 -1.832  0.001
H: -1.948 1.784 -3.400  0.000

Calculated values
* ⟨S²⟩: 0.75
* 2S+1: 2
* E_HOMO (spin up / spin down): -10.402 / -10.078 eV
* total charge: +1
* ΔE to the lowest compared entry with this formula, charge and spin: 0.0 kJ/mol



[5]
Below is a structure of composition C21H21N6NiO2S, with properties calculated with ωB97M-V/def2-TZVPD.

Each line ends with the Mulliken spin population.
Geometry (Å):
Ni: 0.425 0.567 0.989  1.637
N: 0.249 3.768 3.990  0.002
C: 0.210 2.931 2.894  -0.009
S: 1.497 1.768 2.773  0.074
N: -0.801 3.102 2.097  0.012
N: -0.841 2.215 1.033  0.021
C: -1.758 2.474 0.174  0.008
C: -1.992 1.768 -1.069  -0.008
C: -3.110 2.155 -1.821  0.000
C: -3.404 1.593 -3.045  0.006
C: -2.539 0.613 -3.548  -0.001
C: -1.429 0.214 -2.843  0.015
C: -1.109 0.763 -1.571  -0.004
O: -0.046 0.372 -0.963  0.046
H: 1.160 3.883 4.400  -0.001
H: -0.309 4.603 3.899  -0.001
H: -2.409 3.323 0.391  0.005
H: -3.756 2.925 -1.412  -0.001
H: -4.277 1.904 -3.603  0.001
H: -2.749 0.156 -4.509  0.000
H: -0.767 -0.557 -3.220  0.000
N: 2.142 -0.707 0.625  0.078
C: 1.721 -1.772 -0.221  -0.019
C: 2.355 -1.960 -1.441  0.004
C: 1.912 -2.937 -2.319  -0.004
C: 0.834 -3.735 -1.969  0.007
C: 0.211 -3.545 -0.744  -0.004
C: 0.630 -2.566 0.156  0.001
C: -0.099 -2.354 1.439  -0.063
C: -0.545 -3.479 2.141  0.008
C: -1.294 -3.338 3.298  -0.012
C: -1.597 -2.062 3.754  0.013
C: -1.132 -0.952 3.062  0.024
C: -0.366 -1.048 1.893  0.165
H: 2.959 -0.227 0.254  -0.008
H: 2.290 -1.002 1.583  -0.004
H: 3.190 -1.316 -1.696  -0.001
H: 2.407 -3.070 -3.273  0.000
H: 0.469 -4.495 -2.649  0.001
H: -0.654 -4.143 -0.484  0.000
H: -0.294 -4.472 1.784  0.001
H: -1.631 -4.215 3.840  -0.001
H: -2.185 -1.935 4.658  0.000
H: -1.366 0.035 3.454  0.005
N: 2.104 2.608 -0.609  0.007
C: 2.718 1.723 -1.453  0.002
N: 2.142 1.589 -2.701  0.000
O: 3.756 1.137 -1.166  0.000
H: 1.115 2.762 -0.745  -0.001
H: 2.360 2.527 0.370  0.000
H: 1.134 1.664 -2.728  -0.001
H: 2.469 0.747 -3.148  0.000

Calculated values
* ⟨S²⟩: 2.01
* 2S+1: 3
* E_HOMO (spin up / spin down): -4.122 / -4.647 eV
* total charge: -1
* ΔE to the lowest compared entry with this formula, charge and spin: 0.0 kJ/mol